# 1
DFT (wB97M-V/def2-TZVPD) results for a 2-piece molecular cluster, C11H15N overall.

```
27
Properties=species:S:1:pos:R:3:lowdin_charge:R:1
C -0.51845 -1.15942 -2.79370 -0.057
C -0.30484 -1.09216 -1.31166 -0.221
C -0.85032 -1.96339 -0.31118 0.029
N -0.21034 -1.63109 0.98279 0.100
C 0.63843 -0.53886 0.65455 -0.218
C 1.41076 0.16754 1.64304 -0.008
C 2.15249 1.23952 1.15300 -0.104
C 2.25110 1.47648 -0.25596 -0.085
C 1.54020 0.69033 -1.19887 -0.014
C 0.64171 -0.25048 -0.69074 -0.212
H -1.58515 -0.82594 -2.99645 0.095
H -0.32104 -2.17438 -3.20580 0.084
H 0.11007 -0.45649 -3.39776 0.075
H -1.57097 -2.68540 -0.22240 0.076
H -0.36638 -1.81557 1.84577 0.046
H 1.38295 -0.06219 2.71445 0.108
H 2.69042 1.98652 1.71335 0.089
H 2.98660 2.23699 -0.63468 0.107
H 1.55774 0.89149 -2.24558 0.091
C -2.14657 1.85621 0.64731 -0.120
C -2.89188 0.67353 1.39595 -0.105
H -2.10328 2.66190 1.32118 0.046
H -1.17356 1.65394 0.41722 0.007
H -2.65342 2.15872 -0.21322 0.043
H -2.18438 -0.28994 1.23035 0.086
H -3.83314 0.53675 0.85884 0.057
H -2.99997 1.00548 2.34485 0.006
```

* ΔE to the lowest compared entry with this formula, charge and spin: 2.192 eV
* HOMO: -7.89 eV
* charge: 0
* HOMO-LUMO gap: 8.89 eV
* LUMO energy: 1.00 eV
* structure (SMILES): Cc1c[nH]c2ccccc12.CC
* 2S+1: 1

=====

# 2
DFT (wB97M-V/def2-TZVPD) results for a 2-piece molecular cluster, C11H15N overall.

```
27
Properties=species:S:1:pos:R:3:lowdin_charge:R:1
C 3.42331 -0.82554 -0.94084 -0.107
C 2.65999 -0.59323 0.21085 -0.243
C 2.66074 -1.07816 1.55434 -0.003
N 1.52237 -0.50282 2.20020 0.043
C 0.75936 0.27059 1.26488 -0.170
C -0.41273 1.09326 1.36684 -0.050
C -0.88726 1.78737 0.32166 -0.095
C -0.29919 1.49223 -0.96966 -0.091
C 0.99188 0.99272 -1.04105 -0.025
C 1.52376 0.32389 0.10442 -0.146
H 3.68147 0.05824 -1.39627 0.047
H 3.03325 -1.27947 -1.88534 0.100
H 4.38680 -1.44104 -0.85993 0.111
H 3.29381 -1.73304 2.11484 0.099
H 1.25648 -0.52988 3.20140 0.153
H -0.72720 1.16415 2.32046 0.066
H -1.58700 2.68848 0.44217 0.131
H -0.66738 1.92748 -1.89797 0.093
H 1.26544 0.80178 -2.03656 0.087
C -5.55386 -0.69751 -1.56061 -0.157
C -4.14125 -1.41074 -1.39533 -0.161
H -6.34363 -1.11541 -0.99065 0.024
H -5.52290 0.31578 -1.13459 0.049
H -5.83887 -0.63659 -2.70074 0.095
H -4.01565 -1.92637 -0.36635 0.089
H -3.33750 -0.73028 -1.63105 0.037
H -3.88216 -2.17334 -2.07386 0.022
```

* ΔE to the lowest compared entry with this formula, charge and spin: 2.575 eV
* HOMO: -7.81 eV
* charge: 0
* HOMO-LUMO gap: 8.73 eV
* LUMO energy: 0.92 eV
* structure (SMILES): Cc1c[nH]c2ccccc12.CC
* 2S+1: 1

=====

# 3
DFT (wB97M-V/def2-TZVPD) results for a 2-piece molecular cluster, C11H15N overall.

```
27
Properties=species:S:1:pos:R:3:lowdin_charge:R:1
C 1.18954 1.82410 3.62841 -0.068
C 1.12804 1.61773 2.12345 -0.231
C 1.85436 2.24168 1.08440 -0.025
N 1.79392 1.39368 -0.03326 0.060
C 1.02572 0.33760 0.29512 -0.257
C 0.65483 -0.70234 -0.63783 -0.001
C -0.33184 -1.55847 -0.22725 -0.142
C -0.86749 -1.42832 1.01851 -0.107
C -0.46171 -0.40719 1.94746 0.004
C 0.53585 0.46655 1.52694 -0.220
H 1.97760 1.21993 4.14933 0.083
H 0.03521 1.78098 4.10154 0.135
H 1.54831 2.85588 3.70704 0.053
H 2.49181 3.15991 0.94528 0.130
H 2.37536 1.55248 -0.84524 0.154
H 1.13391 -0.76397 -1.59621 0.097
H -0.65323 -2.40660 -0.88752 0.117
H -1.65762 -2.10346 1.44522 0.109
H -1.00368 -0.08301 2.84418 0.108
C -2.07401 -1.13315 -4.60812 -0.177
C -3.12299 -2.11630 -4.11127 -0.205
H -2.14696 -1.33990 -5.69492 0.069
H -2.45767 -0.11762 -4.29149 0.085
H -1.09434 -1.31758 -4.21676 0.041
H -4.13628 -1.80935 -4.42789 0.064
H -3.13086 -2.11552 -2.90058 0.105
H -3.02074 -3.11929 -4.33821 0.017
```

* ΔE to the lowest compared entry with this formula, charge and spin: 2.038 eV
* HOMO: -7.70 eV
* charge: 0
* HOMO-LUMO gap: 8.61 eV
* LUMO energy: 0.91 eV
* structure (SMILES): Cc1c[nH]c2ccccc12.CC
* 2S+1: 1

=====

# 4
DFT (wB97M-V/def2-TZVPD) results for a 2-piece molecular cluster, C11H15N overall.

```
27
Properties=species:S:1:pos:R:3:lowdin_charge:R:1
C -0.65335 1.33415 2.65491 -0.046
C 0.24081 0.58184 1.73062 -0.247
C 1.10890 -0.40991 2.05341 -0.035
N 1.97754 -0.64655 0.94652 0.081
C 1.57411 0.17589 -0.04761 -0.236
C 1.93225 0.27491 -1.44099 -0.028
C 1.17897 1.05228 -2.29263 -0.095
C 0.14706 1.89073 -1.77000 -0.101
C -0.03545 1.97767 -0.42706 -0.050
C 0.55407 1.04323 0.39613 -0.157
H -0.20314 1.53178 3.63351 0.080
H -1.54492 0.73950 2.90372 0.082
H -0.96849 2.28468 2.26147 0.062
H 1.19529 -1.18132 2.79974 0.117
H 2.76479 -1.27457 0.94641 0.149
H 2.77335 -0.36489 -1.69582 0.103
H 1.31501 1.23419 -3.35214 0.098
H -0.44270 2.56925 -2.37184 0.098
H -0.83919 2.59682 -0.03196 0.112
C -1.28128 -1.75016 -1.60493 -0.136
C -1.72066 -2.13524 -0.14522 -0.143
H -2.04023 -1.04435 -1.97766 0.061
H -0.34420 -1.22316 -1.58163 0.031
H -1.50114 -2.56824 -2.28722 0.055
H -2.74889 -2.38880 0.09604 0.057
H -1.11609 -2.99238 0.15924 0.053
H -1.32243 -1.30735 0.44497 0.036
```

* ΔE to the lowest compared entry with this formula, charge and spin: 1.148 eV
* HOMO: -8.03 eV
* charge: 0
* HOMO-LUMO gap: 8.96 eV
* LUMO energy: 0.93 eV
* structure (SMILES): Cc1c[nH]c2ccccc12.CC
* 2S+1: 1

=====

# 5
DFT (wB97M-V/def2-TZVPD) results for a 2-piece molecular cluster, C11H15N overall.

```
27
Properties=species:S:1:pos:R:3:lowdin_spin:R:1
C 2.78576 0.16307 0.73798 0.001
C 2.97296 1.01210 -0.49980 0.001
H 3.55851 -0.53904 1.06837 0.000
H 2.64165 0.93133 1.51927 0.000
H 2.03403 -0.55588 0.62112 0.001
H 2.68997 0.32638 -1.34803 0.000
H 4.10907 1.16419 -0.79379 0.000
H 2.44869 1.97812 -0.60824 0.001
C -1.29936 -2.96661 0.46830 0.024
C -0.59968 0.72408 0.40904 0.081
C -1.00385 -0.45969 -0.21582 0.039
C -1.05808 -1.47779 0.72281 0.184
C -0.60386 -0.98002 1.95341 0.299
C -0.24642 1.89349 -0.21527 0.024
C -0.47337 1.85413 -1.53642 0.146
C -0.96444 -0.52993 -1.61633 0.085
C -0.65664 0.62751 -2.29688 -0.014
N -0.57024 0.45197 1.79451 0.095
H 0.03157 1.01501 2.45731 0.001
H 0.07329 2.80066 0.38461 -0.001
H -0.48513 -1.31836 3.02107 0.008
H -0.32064 2.77220 -2.08180 0.007
H -1.38691 -1.55289 -1.86657 0.003
H -2.11749 -3.15422 -0.21736 0.003
H -1.45489 -3.73252 1.25079 0.000
H -0.58129 0.83730 -3.34066 -0.002
H -0.36678 -3.29823 -0.09384 0.013
```

* ΔE to the lowest compared entry with this formula, charge and spin: 2.138 eV
* HOMO (alpha / beta): -13.24 / -13.29 eV
* charge: +1
* expectation value of S²: 0.773
* HOMO-LUMO gap (alpha / beta): 9.36 / 6.13 eV
* LUMO energy (alpha / beta): -3.88 / -7.16 eV
* 2S+1: 2

=====

# 6
DFT (wB97M-V/def2-TZVPD) results for a 2-piece molecular cluster, C11H15N overall.

```
27
Properties=species:S:1:pos:R:3:lowdin_spin:R:1
C -0.28913 -1.97226 -1.79220 0.026
C 0.27354 0.26982 -0.79704 0.029
C 0.65642 -0.91420 -1.45120 0.172
C 1.48772 0.99451 -0.55056 0.086
C 2.03629 -0.79995 -1.79546 0.275
C -0.99706 0.78823 -0.34830 0.109
C 1.54572 1.85673 0.53969 0.020
C -0.92653 1.73200 0.62656 -0.010
C 0.33189 2.22229 1.08686 0.158
N 2.46473 0.41828 -1.32890 0.095
H -1.87470 0.32516 -0.80557 0.004
H -0.65775 -2.44985 -0.88552 0.009
H -0.02312 -2.71534 -2.55939 0.001
H 2.71647 -1.36857 -2.36507 0.011
H 3.43230 0.70771 -1.24620 0.001
H 2.44569 2.42841 0.78184 -0.001
H -1.75964 2.28592 1.05470 -0.003
H 0.29947 2.86410 1.96537 0.007
H -1.18444 -1.45723 -2.18454 0.006
C -1.81572 -1.47284 2.10613 0.002
C -3.24516 -1.65020 2.65215 0.000
H -1.65170 -0.40282 1.92836 0.000
H -1.06467 -1.63807 2.89627 0.000
H -1.59581 -2.10833 1.24936 0.000
H -3.62507 -0.77585 3.19656 0.000
H -3.36344 -2.53939 3.26760 0.000
H -3.85944 -1.71580 1.76434 0.000
```

* ΔE to the lowest compared entry with this formula, charge and spin: 0.878 eV
* HOMO (alpha / beta): -13.03 / -13.34 eV
* charge: +1
* expectation value of S²: 0.779
* HOMO-LUMO gap (alpha / beta): 9.11 / 6.36 eV
* LUMO energy (alpha / beta): -3.92 / -6.99 eV
* 2S+1: 2